Below is C7H14CaO4 as an isolated structure, with properties calculated with wB97M-V/def2-TZVPD.

```
26
Properties=species:S:1:pos:R:3:mulliken_charge:R:1
O 2.076 -3.797 3.730 -0.423
C 2.565 -2.863 3.090 -0.211
C 1.933 -2.262 1.865 -0.364
O 0.567 -2.508 1.836 -0.256
C -0.176 -1.639 1.020 -0.597
H 3.673 -2.768 3.067 0.332
H 2.453 -2.622 0.956 0.466
H 2.210 -1.188 1.908 0.325
H -1.225 -1.717 1.334 0.149
H 0.032 -0.582 1.263 0.204
H 0.079 -1.810 -0.039 0.359
H 1.251 -1.195 4.243 -0.178
O -3.607 -1.354 4.845 -0.941
C -2.775 -2.357 4.324 -0.429
C -1.388 -2.123 4.962 -0.032
O -1.045 -0.755 4.660 -0.305
C 0.320 -0.383 4.708 0.621
C 0.548 0.865 4.026 -1.209
Ca -2.805 0.353 4.919 1.363
H -3.126 -2.497 3.277 0.234
H -2.835 -3.471 4.293 0.325
H -0.628 -2.770 4.507 0.256
H -1.321 -2.325 6.041 0.335
H 0.634 -0.518 5.754 0.370
H 0.188 0.966 3.004 0.279
H 1.295 1.622 4.259 0.330
```

The net charge is +1. The HOMO energy (alpha / beta) comes out at -12.475 / -12.647 eV. The HOMO-LUMO gap (alpha / beta) comes out at 8.10 / 7.78 eV. Its multiplicity is 2.